(1)
Here is the ion C5H10NOS with charge +1 from OMol25. Energies are from ωB97M-V with the def2-TZVPD basis set.

Output
E_HOMO (alpha / beta) = -0.4830 / -0.4830 Eh
charge = +1
orbital gap (alpha / beta) = 8.71 / 8.71 eV
LUMO energy (alpha / beta) = -4.43 / -4.43 eV

Cartesian coordinates (Å):
C1 -1.00 0.36 -0.96
C2 -1.21 1.03 1.03
C3 1.77 -1.18 0.52
C4 2.39 -0.02 -0.47
C5 -0.02 0.82 0.07
N1 -2.13 0.33 0.06
O1 0.46 -1.11 0.64
S1 1.49 1.49 0.07
H1 -1.32 1.10 -1.70
H2 -0.79 -0.71 -1.30
H3 -1.18 0.52 2.14
H4 -1.54 2.06 1.34
H5 2.12 -2.12 0.10
H6 2.28 -1.04 1.43
H7 3.47 0.12 -0.28
H8 2.09 -0.30 -1.46
H9 -3.07 0.70 -0.24
H10 -1.99 -0.60 0.49

Mulliken population analysis, charges in e, atoms 1 to 8: atom 1 (C): -0.56, atom 2 (C): -0.64, atom 3 (C): -0.47, atom 4 (C): -0.64, atom 5 (C): 0.54, atom 6 (N): -0.14, atom 7 (O): -0.52, atom 8 (S): -0.07

***

(2)
Here is the ion C5H10NOS with charge +1 from OMol25. Energies are from ωB97M-V with the def2-TZVPD basis set.

Output
E_HOMO (alpha / beta) = -0.4860 / -0.4860 Eh
charge = +1
orbital gap (alpha / beta) = 6.41 / 6.41 eV
LUMO energy (alpha / beta) = -6.81 / -6.81 eV

Cartesian coordinates (Å):
C1 0.27 0.90 0.62
C2 -0.98 0.17 1.29
C3 -1.90 0.06 0.14
C4 -1.80 -0.94 -0.85
C5 2.23 0.75 -0.68
N1 1.16 0.05 -0.01
O1 0.30 2.11 0.32
S1 1.38 -1.57 0.48
H1 -0.75 -0.76 1.79
H2 -1.51 0.89 2.09
H3 -1.16 -1.83 -0.66
H4 -2.59 0.92 -0.01
H5 -2.91 -1.21 -0.95
H6 -1.65 -0.63 -1.86
H7 1.85 1.18 -1.65
H8 2.47 1.66 -0.17
H9 2.95 -0.04 -0.79
H10 2.63 -1.70 0.89

Mulliken population analysis, charges in e, atoms 1 to 8: atom 1 (C): 0.53, atom 2 (C): -0.73, atom 3 (C): 0.31, atom 4 (C): -0.95, atom 5 (C): -0.73, atom 6 (N): 0.04, atom 7 (O): -0.55, atom 8 (S): -0.17

***

Quick one: least stable of them? (1)

***

(1)
Here is the ion C3H7BrN with charge +1 from OMol25. Energies are from ωB97M-V with the def2-TZVPD basis set.

Output
E_HOMO = -0.5340 Eh
charge = +1
orbital gap = 10.44 eV
LUMO energy = -4.10 eV

Cartesian coordinates (Å):
C1 0.54 -2.00 0.23
C2 0.00 -0.84 0.44
C3 0.27 0.40 -0.44
N1 -0.73 1.55 -0.06
Br1 2.18 1.00 -0.31
H1 0.29 -2.79 0.93
H2 0.82 -2.34 -0.70
H3 -0.49 -0.67 1.40
H4 0.06 0.26 -1.55
H5 -1.59 1.09 0.29
H6 -0.35 2.28 0.65
H7 -1.00 2.06 -0.88

Mulliken population analysis, charges in e, atoms 1 to 8: atom 1 (C): -0.76, atom 2 (C): -0.17, atom 3 (C): -0.06, atom 4 (N): -0.36, atom 5 (Br): 0.02, atom 6 (H): 0.28, atom 7 (H): 0.35, atom 8 (H): 0.24

***

(2)
Here is the ion C3H7BrN with charge +1 from OMol25. Energies are from ωB97M-V with the def2-TZVPD basis set.

Output
E_HOMO = -0.5397 Eh
charge = +1
orbital gap = 10.58 eV
LUMO energy = -4.11 eV

Cartesian coordinates (Å):
C1 -1.05 -1.66 -0.21
C2 -0.37 -0.80 0.54
C3 0.54 0.18 -0.26
N1 0.24 1.57 0.02
Br1 2.52 -0.02 -0.01
H1 -1.68 -2.43 0.38
H2 -0.79 -1.90 -1.18
H3 -0.15 -0.70 1.61
H4 0.25 -0.20 -1.24
H5 0.35 1.73 1.03
H6 0.84 2.37 -0.42
H7 -0.69 1.85 -0.26

Mulliken population analysis, charges in e, atoms 1 to 8: atom 1 (C): -0.70, atom 2 (C): -0.10, atom 3 (C): -0.32, atom 4 (N): -0.33, atom 5 (Br): -0.06, atom 6 (H): 0.25, atom 7 (H): 0.32, atom 8 (H): 0.35

***

Quick one: least stable of them? (2)

***

(1)
Here is an isolated molecule of C4H4OS2 from OMol25. Energies are from ωB97M-V with the def2-TZVPD basis set.

Output
E_HOMO = -0.3358 Eh
orbital gap = 8.66 eV
LUMO energy = -0.48 eV

Cartesian coordinates (Å):
S1 2.58 -0.64 -0.01
C1 1.13 0.02 0.01
C2 0.79 1.46 0.07
C3 -0.73 1.51 -0.06
C4 -1.16 0.04 -0.06
S2 -2.60 -0.62 0.02
O1 -0.03 -0.75 0.00
H1 1.18 1.94 0.98
H2 1.30 1.95 -0.77
H3 -1.09 2.04 0.81
H4 -1.04 2.08 -0.94

Mulliken population analysis, charges in e, atoms 1 to 8: atom 1 (S): -0.28, atom 2 (C): 0.24, atom 3 (C): -0.36, atom 4 (C): -0.35, atom 5 (C): 0.27, atom 6 (S): -0.30, atom 7 (O): -0.28, atom 8 (H): 0.28

***

(2)
Here is an isolated molecule of C4H4OS2 from OMol25. Energies are from ωB97M-V with the def2-TZVPD basis set.

Output
E_HOMO = -0.3389 Eh
orbital gap = 7.58 eV
LUMO energy = -1.64 eV

Cartesian coordinates (Å):
C1 1.18 -0.40 1.98
C2 0.78 -0.42 0.65
C3 -0.64 -0.07 0.15
S1 -1.99 0.02 1.00
C4 -0.56 0.21 -1.36
O1 0.50 0.19 -1.91
S2 -2.09 0.81 -2.18
H1 2.19 -0.61 2.35
H2 0.55 -0.15 2.83
H3 1.51 -0.49 -0.19
H4 -1.43 0.90 -3.31

Mulliken population analysis, charges in e, atoms 1 to 8: atom 1 (C): -0.67, atom 2 (C): -0.09, atom 3 (C): 0.20, atom 4 (S): -0.22, atom 5 (C): 0.57, atom 6 (O): -0.51, atom 7 (S): -0.19, atom 8 (H): 0.25

***

Quick one: least stable of them? (2)

***

(1)
Here is a cluster of 2 separate species, CH5PS in total from OMol25. Energies are from ωB97M-V with the def2-TZVPD basis set.

Output
E_HOMO (alpha / beta) = -0.3470 / -0.2918 Eh
orbital gap (alpha / beta) = 8.38 / 7.33 eV
LUMO energy (alpha / beta) = -1.06 / -0.61 eV

Cartesian coordinates (Å):
C1 0.26 -0.06 1.08
P1 -0.29 -0.26 -0.74
S1 -1.77 -1.40 -0.84
H1 0.41 0.99 1.39
H2 -0.47 -0.55 1.64
H3 1.13 -0.67 1.24
H4 0.90 -0.28 -1.54
H5 -0.17 2.22 -2.22

Partial atomic charges computed with the Mulliken method, in multiples of e: atom 1 (C): -0.88, atom 2 (P): 0.16, atom 3 (S): -0.32, atom 4 (H): 0.27, atom 5 (H): 0.30, atom 6 (H): 0.33, atom 7 (H): 0.13, atom 8 (H): 0.00

***

(2)
Here is a cluster of 2 separate species, CH5PS in total from OMol25. Energies are from ωB97M-V with the def2-TZVPD basis set.

Output
E_HOMO = -0.3185 Eh
orbital gap = 9.02 eV
LUMO energy = 0.36 eV

Cartesian coordinates (Å):
C1 -1.24 -0.27 0.15
P1 1.58 0.31 0.20
S1 0.20 -1.19 -0.26
H1 -1.55 0.46 -0.54
H2 -0.75 0.52 1.59
H3 -2.03 -0.84 0.40
H4 2.62 -0.25 -0.61
H5 1.17 1.26 -0.92

Partial atomic charges computed with the Mulliken method, in multiples of e: atom 1 (C): -0.82, atom 2 (P): -0.09, atom 3 (S): -0.04, atom 4 (H): 0.31, atom 5 (H): 0.15, atom 6 (H): 0.34, atom 7 (H): 0.07, atom 8 (H): 0.08

***

Quick one: least stable of them? (1)

***

(1)
Here is a cluster of 2 separate species, C4H7O2P in total from OMol25. Energies are from ωB97M-V with the def2-TZVPD basis set.

Output
E_HOMO = -0.3338 Eh
orbital gap = 9.51 eV
LUMO energy = 0.43 eV

Cartesian coordinates (Å):
C1 -2.15 1.54 0.73
C2 -1.75 0.52 0.20
C3 2.01 -0.24 1.22
C4 -1.30 -0.70 -0.41
O1 1.92 1.32 -0.97
O2 -0.68 -0.54 -1.59
P1 1.95 -0.02 -0.41
H1 -2.38 2.54 1.03
H2 1.90 -1.20 1.53
H3 1.87 0.40 2.11
H4 -2.22 -1.37 -0.42
H5 -0.52 -1.15 0.21
H6 -1.12 -0.04 -2.19
H7 2.46 -1.06 -1.04

Mulliken population analysis, charges in e, atoms 1 to 8: atom 1 (C): -0.02, atom 2 (C): -0.12, atom 3 (C): -0.68, atom 4 (C): -0.57, atom 5 (O): -0.61, atom 6 (O): -0.46, atom 7 (P): 0.50, atom 8 (H): 0.43

***

(2)
Here is an isolated molecule of C4H7O2P from OMol25. Energies are from ωB97M-V with the def2-TZVPD basis set.

Output
E_HOMO = -0.3381 Eh
orbital gap = 9.49 eV
LUMO energy = 0.29 eV

Cartesian coordinates (Å):
C1 -0.62 2.02 0.58
C2 0.46 1.12 0.02
O1 1.32 1.46 -0.73
P1 0.27 -0.60 0.75
C3 1.52 -1.48 -0.24
C4 -1.46 -1.08 -0.26
O2 -2.50 -0.44 -0.30
H1 -0.58 2.14 1.68
H2 -1.43 1.26 0.54
H3 -0.86 2.87 -0.06
H4 1.09 -2.34 -0.71
H5 2.21 -1.98 0.38
H6 1.97 -0.86 -0.89
H7 -1.38 -2.09 -0.76

Mulliken population analysis, charges in e, atoms 1 to 8: atom 1 (C): -0.84, atom 2 (C): 0.52, atom 3 (O): -0.50, atom 4 (P): 0.09, atom 5 (C): -1.04, atom 6 (C): 0.05, atom 7 (O): -0.46, atom 8 (H): 0.31

***

Quick one: least stable of them? (1)

***

(1)
Here is a structure of composition C19H16AuN3 from OMol25. Energies are from ωB97M-V with the def2-TZVPD basis set.

Output
E_HOMO = -0.2804 Eh
orbital gap = 8.06 eV
LUMO energy = 0.43 eV

Cartesian coordinates (Å):
Au1 1.45 0.13 -0.79
N1 -0.10 0.85 2.11
C1 -1.13 1.18 1.22
C2 -2.38 0.57 1.37
C3 -3.41 0.85 0.49
C4 -3.22 1.74 -0.55
C5 -1.98 2.35 -0.70
C6 -0.92 2.09 0.17
C7 0.38 2.80 0.00
C8 0.41 4.17 0.24
C9 1.58 4.90 0.07
C10 2.73 4.24 -0.33
C11 2.70 2.87 -0.57
C12 1.53 2.12 -0.42
H1 -0.39 0.75 3.07
H2 0.72 1.42 2.02
H3 -2.53 -0.13 2.18
H4 -4.37 0.36 0.62
H5 -4.02 1.96 -1.25
H6 -1.81 3.05 -1.51
H7 -0.50 4.67 0.56
H8 1.59 5.96 0.27
H9 3.65 4.79 -0.46
H10 3.61 2.38 -0.89
N2 1.65 -3.94 -2.03
C13 1.97 -2.63 -2.10
N3 1.37 -1.93 -1.17
C14 0.60 -2.83 -0.44
C15 -0.23 -2.61 0.65
C16 -0.88 -3.71 1.18
C17 -0.71 -4.99 0.63
C18 0.11 -5.22 -0.46
C19 0.76 -4.11 -0.98
H11 1.98 -4.66 -2.65
H12 2.64 -2.23 -2.83
H13 -0.34 -1.61 1.07
H14 -1.54 -3.58 2.03
H15 -1.24 -5.82 1.07
H16 0.24 -6.21 -0.87

Mulliken population analysis, charges in e, atoms 1 to 8: atom 1 (Au): 0.33, atom 2 (N): -0.33, atom 3 (C): 0.52, atom 4 (C): -0.59, atom 5 (C): -0.47, atom 6 (C): -0.81, atom 7 (C): -0.45, atom 8 (C): 0.25

***

(2)
Here is a structure of composition C19H16AuN3 from OMol25. Energies are from ωB97M-V with the def2-TZVPD basis set.

Output
E_HOMO = -0.2742 Eh
orbital gap = 7.91 eV
LUMO energy = 0.45 eV

Cartesian coordinates (Å):
Au1 -0.72 -0.35 1.53
N1 1.70 1.89 1.14
C1 2.53 0.81 1.42
C2 3.52 0.44 0.51
C3 4.35 -0.64 0.76
C4 4.22 -1.36 1.94
C5 3.24 -0.99 2.85
C6 2.38 0.07 2.60
C7 1.34 0.44 3.60
C8 1.75 0.91 4.85
C9 0.83 1.25 5.83
C10 -0.53 1.12 5.56
C11 -0.94 0.64 4.32
C12 -0.03 0.29 3.32
H1 2.08 2.56 0.49
H2 1.28 2.33 1.95
H3 3.63 1.00 -0.41
H4 5.11 -0.91 0.04
H5 4.88 -2.19 2.15
H6 3.12 -1.55 3.77
H7 2.81 1.02 5.05
H8 1.16 1.62 6.79
H9 -1.26 1.38 6.31
H10 -2.01 0.52 4.14
N2 -4.13 -1.03 -0.88
C13 -2.87 -1.42 -0.58
N3 -2.09 -0.43 -0.26
C14 -2.89 0.71 -0.34
C15 -2.57 2.05 -0.09
C16 -3.58 2.97 -0.24
C17 -4.88 2.60 -0.63
C18 -5.20 1.28 -0.88
C19 -4.18 0.35 -0.73
H11 -4.89 -1.63 -1.14
H12 -2.58 -2.46 -0.61
H13 -1.57 2.32 0.22
H14 -3.38 4.02 -0.05
H15 -5.64 3.36 -0.73
H16 -6.20 0.99 -1.18

Mulliken population analysis, charges in e, atoms 1 to 8: atom 1 (Au): -0.05, atom 2 (N): -0.33, atom 3 (C): 0.55, atom 4 (C): -0.84, atom 5 (C): -0.49, atom 6 (C): -0.75, atom 7 (C): -0.52, atom 8 (C): 0.61

***

Quick one: least stable of them? (2)